1.
Molecular formula: C56H134B2ClF8N7O4
Method: DFT, ωB97M-V/def2-TZVPD

Cartesian coordinates (Å):
C1 -1.079 -0.422 7.251
C2 -1.032 -1.482 6.131
N1 -0.031 -1.322 5.024
C3 -0.367 -0.031 4.271
C4 1.363 -1.068 5.641
C5 1.922 -2.281 6.431
C6 0.070 -2.499 4.087
C7 1.048 -2.473 2.917
O1 2.361 -2.469 3.367
C8 3.328 -2.648 2.350
H1 -0.107 -0.368 7.726
H2 -1.879 -0.718 7.929
H3 -1.437 0.549 6.907
H4 -1.982 -1.643 5.616
H5 -0.826 -2.437 6.613
H6 0.401 0.153 3.528
H7 -0.417 0.709 5.062
H8 -1.358 -0.197 3.853
H9 1.270 -0.187 6.270
H10 2.071 -0.798 4.864
H11 1.104 -2.938 6.725
H12 2.349 -1.967 7.382
H13 2.686 -2.794 5.856
H14 -0.933 -2.600 3.667
H15 0.255 -3.388 4.691
H16 0.770 -1.577 2.333
H17 0.858 -3.262 2.181
H18 3.095 -3.386 1.572
H19 4.320 -2.832 2.743
H20 3.379 -1.753 1.715
C9 0.580 2.640 1.121
C10 -0.329 1.727 0.284
N2 -0.006 1.819 -1.179
C11 -0.168 3.282 -1.608
C12 1.484 1.457 -1.442
C13 1.951 0.169 -0.802
C14 -0.960 0.971 -2.016
C15 -0.456 0.888 -3.423
O2 0.465 -0.190 -3.517
C16 1.032 -0.256 -4.831
H21 1.613 2.298 1.147
H22 0.156 2.589 2.135
H23 0.556 3.717 0.961
H24 -1.358 2.063 0.409
H25 -0.198 0.708 0.644
H26 -1.162 3.557 -1.253
H27 -0.180 3.379 -2.692
H28 0.615 3.924 -1.204
H29 2.052 2.328 -1.107
H30 1.626 1.520 -2.520
H31 1.356 -0.717 -1.028
H32 1.854 0.358 0.274
H33 2.999 -0.037 -1.006
H34 -1.934 1.432 -1.838
H35 -1.154 -0.048 -1.659
H36 -0.121 1.866 -3.771
H37 -1.273 0.580 -4.085
H38 0.271 -0.470 -5.590
H39 1.610 -1.180 -4.807
H40 1.653 0.598 -5.093
C17 -2.424 -9.126 -0.986
C18 -1.210 -8.689 -1.827
N3 -0.972 -7.182 -1.810
C19 -2.168 -6.478 -2.371
C20 -0.581 -6.654 -0.432
C21 0.772 -7.250 0.104
C22 0.169 -6.983 -2.843
C23 0.850 -5.619 -2.790
O3 -0.003 -4.543 -3.168
C24 0.175 -3.302 -2.550
H41 -2.554 -8.651 -0.016
H42 -2.539 -10.205 -0.929
H43 -3.282 -8.782 -1.572
H44 -1.312 -8.918 -2.884
H45 -0.308 -9.116 -1.396
H46 -2.567 -7.024 -3.225
H47 -1.932 -5.438 -2.555
H48 -2.987 -6.575 -1.655
H49 -1.320 -7.065 0.254
H50 -0.733 -5.579 -0.478
H51 0.689 -8.331 0.100
H52 0.932 -6.757 1.058
H53 1.567 -6.996 -0.595
H54 -0.315 -7.181 -3.794
H55 0.940 -7.703 -2.579
H56 1.634 -5.656 -3.554
H57 1.354 -5.367 -1.855
H58 1.115 -2.825 -2.841
H59 0.151 -3.387 -1.449
H60 -0.664 -2.635 -2.748
C25 -0.797 -3.106 -5.996
C26 -2.113 -3.079 -5.191
N4 -3.366 -3.215 -6.054
C27 -3.277 -4.640 -6.627
C28 -4.674 -3.057 -5.256
C29 -4.729 -3.848 -3.968
C30 -3.387 -2.305 -7.279
C31 -3.018 -0.845 -7.111
O4 -3.882 -0.249 -6.166
C32 -3.561 1.086 -5.783
H61 0.062 -2.890 -5.359
H62 -0.813 -2.298 -6.720
H63 -0.540 -4.086 -6.391
H64 -2.208 -2.083 -4.752
H65 -2.229 -3.877 -4.462
H66 -4.167 -4.757 -7.242
H67 -3.307 -5.233 -5.718
H68 -2.406 -4.867 -7.232
H69 -5.441 -3.305 -5.983
H70 -4.542 -1.981 -5.117
H71 -5.764 -3.962 -3.642
H72 -4.117 -3.502 -3.137
H73 -4.485 -4.901 -4.144
H74 -4.338 -2.453 -7.790
H75 -2.662 -2.704 -7.992
H76 -3.207 -0.353 -8.074
H77 -1.964 -0.628 -6.909
H78 -2.494 1.319 -5.776
H79 -3.811 1.066 -4.719
H80 -4.120 1.824 -6.355
C33 0.442 8.034 1.030
C34 1.109 6.923 1.888
C35 2.138 7.674 2.745
N5 2.864 6.728 3.708
C36 1.988 6.187 4.817
C37 3.583 5.572 3.030
C38 4.861 5.300 3.804
C39 5.320 6.659 4.261
C40 4.043 7.508 4.335
H81 -0.217 8.573 1.719
H82 -0.184 7.707 0.205
H83 1.195 8.762 0.731
H84 1.757 6.359 1.217
H85 0.295 6.431 2.416
H86 1.853 8.460 3.442
H87 2.975 7.936 2.100
H88 1.308 5.474 4.362
H89 1.499 7.025 5.306
H90 2.644 5.684 5.524
H91 3.020 4.652 2.851
H92 3.735 5.848 1.980
H93 4.535 4.632 4.605
H94 5.596 4.790 3.182
H95 5.868 6.598 5.206
H96 6.104 7.180 3.708
H97 3.783 7.665 5.385
H98 4.114 8.538 3.992
C41 -8.547 3.541 2.515
C42 -7.349 3.010 1.720
C43 -7.586 1.748 0.916
N6 -6.346 1.224 0.152
C44 -5.183 1.111 1.104
C45 -5.978 2.249 -0.886
C46 -5.337 1.463 -2.016
C47 -6.249 0.206 -2.099
C48 -6.636 -0.044 -0.627
H99 -8.250 3.759 3.543
H100 -9.346 2.828 2.721
H101 -8.856 4.490 2.086
H102 -6.573 2.852 2.476
H103 -6.960 3.836 1.123
H104 -8.309 1.950 0.125
H105 -7.982 0.932 1.520
H106 -4.961 2.126 1.421
H107 -4.391 0.551 0.610
H108 -5.342 0.587 2.050
H109 -5.439 3.158 -0.623
H110 -6.937 2.594 -1.278
H111 -4.305 1.229 -1.766
H112 -5.444 2.141 -2.861
H113 -5.642 -0.657 -2.373
H114 -7.076 0.290 -2.798
H115 -6.125 -0.875 -0.139
H116 -7.676 -0.302 -0.424
C49 7.538 3.132 6.100
C50 6.655 2.145 5.342
C51 7.370 1.541 4.145
N7 6.458 0.574 3.368
C52 6.042 -0.555 4.262
C53 7.231 0.066 2.166
C54 6.171 -0.504 1.282
C55 5.108 0.595 1.258
C56 5.238 1.189 2.676
H117 7.067 3.711 6.893
H118 7.918 3.875 5.395
H119 8.413 2.667 6.556
H120 5.805 2.698 4.908
H121 5.987 1.546 5.967
H122 8.263 0.974 4.407
H123 7.615 2.255 3.361
H124 5.193 -0.256 4.876
H125 6.854 -0.735 4.964
H126 5.710 -1.448 3.744
H127 7.952 -0.656 2.559
H128 7.866 0.800 1.668
H129 5.957 -1.484 1.703
H130 6.597 -0.610 0.283
H131 4.127 0.146 1.102
H132 5.171 1.396 0.524
H133 4.385 1.186 3.352
H134 5.554 2.235 2.633
Cl1 3.255 4.942 -1.020
B1 3.670 -0.055 -7.140
F1 3.092 -1.255 -6.709
F2 2.601 0.833 -7.376
F3 4.516 0.435 -6.097
F4 4.485 -0.314 -8.247
B2 -2.827 4.015 -3.896
F5 -3.592 3.830 -2.741
F6 -3.813 4.260 -4.882
F7 -1.939 5.097 -3.749
F8 -1.987 2.942 -4.253

Properties
Gap between HOMO and LUMO, eV: 5.0364
Total charge: +4
Largest force on an atom, eV/Å: 3.101

Results of the Löwdin charge analysis, in e, for atoms 1 through 5:
1 C -0.024
2 C -0.162
3 N -0.265
4 C 0.042
5 C -0.150

2.
Molecular formula: C16H20BClF9N4O2PtS2
Method: DFT, ωB97M-V/def2-TZVPD

Cartesian coordinates (Å):
Pt1 -1.439 0.652 0.592
C1 -0.962 -1.163 -3.465
N1 -0.674 -1.999 -2.313
C2 0.295 -2.988 -2.229
C3 0.161 -3.546 -1.010
N2 -0.870 -2.906 -0.346
B1 -1.460 -3.353 1.022
N3 -0.693 -2.616 2.197
C4 0.421 -3.142 2.803
C5 0.798 -2.313 3.802
N4 -0.099 -1.272 3.795
C6 -0.075 -0.135 4.703
C7 -0.985 -1.448 2.793
S1 -2.303 -0.342 2.453
C8 -1.371 -1.948 -1.154
S2 -2.734 -0.946 -0.875
H1 -0.204 -1.353 -4.224
H2 -0.930 -0.122 -3.163
H3 -1.952 -1.393 -3.857
H4 0.982 -3.181 -3.034
H5 0.699 -4.359 -0.554
H6 -2.626 -3.084 1.073
H7 -1.220 -4.542 1.151
H8 0.834 -4.084 2.488
H9 1.603 -2.370 4.513
H10 0.711 -0.307 5.436
H11 -1.034 -0.040 5.206
H12 0.119 0.779 4.151
C9 2.673 1.352 0.463
C10 2.130 -0.029 0.696
C11 2.993 -1.202 0.288
O1 1.041 -0.198 1.190
H13 3.761 1.357 0.380
H14 2.330 2.021 1.251
H15 2.245 1.714 -0.471
H16 3.954 -1.149 0.807
H17 3.194 -1.150 -0.787
H18 2.487 -2.137 0.520
F1 0.240 4.941 -2.070
C12 -0.328 3.971 -1.322
F2 0.447 3.797 -0.253
F3 -1.510 4.457 -0.895
C13 -0.514 2.613 -2.091
O2 -0.622 1.530 -1.329
C14 0.727 2.481 -3.051
F4 0.848 1.225 -3.500
F5 0.680 3.283 -4.131
F6 1.875 2.768 -2.404
C15 -1.789 2.776 -3.003
F7 -1.929 4.003 -3.550
F8 -1.752 1.899 -4.031
F9 -2.891 2.517 -2.304
Cl1 0.003 2.798 2.706
C16 -1.459 2.353 1.638
H19 -1.545 3.187 0.956
H20 -2.285 2.344 2.341

Properties
Gap between HOMO and LUMO, eV: 6.7487
Total charge: -1
Largest force on an atom, eV/Å: 1.965

Results of the natural (NBO) charge analysis, in e, for atoms 1 through 5:
1 Pt 0.647
2 C -0.411
3 N -0.367
4 C -0.101
5 C -0.066

> The highest gap between HOMO and LUMO belongs to which entry?

C16H20BClF9N4O2PtS2

> Which of these has the highest gap between HOMO and LUMO?

C16H20BClF9N4O2PtS2

> Among the records above, which one has the highest largest force on an atom?

C56H134B2ClF8N7O4

> Among the records above, which one has the highest gap between HOMO and LUMO?

C16H20BClF9N4O2PtS2